{
  "formula": "C29H37EuN6O2PS3",
  "method": "ωB97M-V/def2-TZVPD",
  "species": ["Eu", "S", "S", "S", "P", "O", "O", "N", "N", "N", "N", "N", "N", "C", "C", "C", "C", "C", "C", "C", "C", "C", "C", "C", "C", "C", "C", "C", "C", "C", "C", "C", "C", "C", "C", "C", "C", "C", "C", "C", "C", "C", "H", "H", "H", "H", "H", "H", "H", "H", "H", "H", "H", "H", "H", "H", "H", "H", "H", "H", "H", "H", "H", "H", "H", "H", "H", "H", "H", "H", "H", "H", "H", "H", "H", "H", "H", "H", "H"],
  "xyz": [[-0.934, -0.206, 0.958], [-1.569, 2.419, 1.744], [-1.183, -2.878, -0.495], [-3.715, -0.225, 1.164], [1.747, -0.297, -0.478], [0.374, 0.680, 3.475], [-0.543, -1.983, 2.550], [-1.426, -3.632, 3.764], [-1.361, 0.801, -1.357], [-3.403, -1.888, -1.601], [-2.427, 2.962, -1.921], [1.265, 0.523, 2.436], [-2.668, -3.846, -2.473], [2.801, -3.551, -2.798], [-1.820, 1.817, -1.666], [4.688, -0.484, 2.443], [0.815, -3.931, 2.831], [1.910, 1.347, -1.292], [5.857, -0.619, 1.716], [2.442, 1.524, -2.567], [5.793, -0.594, 0.331], [3.447, -0.340, 1.818], [1.984, -1.466, -1.872], [4.564, -0.468, -0.294], [-3.921, 1.064, 2.376], [2.022, 3.890, -2.455], [2.496, 2.784, -3.149], [-3.377, 3.104, 3.725], [-1.959, 3.778, -3.029], [1.143, -1.343, -2.980], [-5.208, 0.900, 3.156], [-0.426, -3.103, 3.027], [1.501, 3.728, -1.177], [-2.484, -2.857, -1.564], [-3.629, 3.278, -1.132], [1.445, 2.466, -0.603], [3.367, -0.371, 0.418], [2.329, -0.084, 2.769], [-3.077, 2.086, 2.637], [1.150, -2.289, -3.992], [1.985, -3.398, -3.907], [2.799, -2.592, -1.790], [3.451, -4.412, -2.708], [4.532, -0.461, -1.377], [-3.374, 3.287, -0.073], [1.412, -3.461, 2.053], [0.461, -0.502, -3.048], [2.913, 2.897, -4.142], [2.062, 4.873, -2.909], [-3.965, 4.258, -1.466], [1.126, 4.579, -0.624], [4.730, -0.462, 3.525], [-5.157, 0.021, 3.807], [2.809, 0.670, -3.124], [-2.272, -3.088, 3.828], [-1.976, -4.569, -2.543], [-2.015, 4.828, -2.742], [-4.089, 3.863, 3.380], [0.570, -4.952, 2.539], [2.001, -4.133, -4.701], [2.471, -0.356, 3.814], [-0.915, 3.537, -3.223], [0.494, -2.166, -4.844], [6.695, -0.677, -0.262], [-3.435, -3.823, -3.121], [-2.547, 3.621, -3.937], [-6.030, 0.713, 2.462], [-3.412, -1.152, -0.900], [-0.234, 1.376, 3.108], [6.805, -0.730, 2.227], [-5.477, 1.755, 3.772], [-4.227, -1.978, -2.170], [3.449, -2.737, -0.937], [-4.410, 2.539, -1.307], [1.019, 2.366, 0.391], [-3.793, 2.668, 4.633], [-1.391, -4.571, 4.116], [1.390, -3.959, 3.758], [-2.465, 3.631, 4.001]],
  "mulliken_charge": [0.578, -0.486, -0.375, -0.506, 1.614, -0.595, -0.258, -0.399, -0.205, -0.139, 0.202, 0.267, -0.435, -0.677, 0.022, -0.914, -0.932, 0.539, -0.728, -0.254, -0.816, 0.597, 0.243, -0.076, 0.700, -0.675, -0.759, -1.853, -0.866, -0.459, -1.603, 0.546, -0.608, 0.728, -0.633, -0.223, 0.134, -0.839, 0.635, -0.716, -0.601, -0.726, 0.416, 0.435, 0.108, 0.014, 0.374, 0.423, 0.405, 0.364, 0.458, 0.415, 0.233, 0.375, 0.255, 0.205, 0.356, 0.332, 0.400, 0.399, 0.332, 0.234, 0.436, 0.434, 0.164, 0.312, 0.310, -0.263, 0.289, 0.401, 0.447, 0.189, 0.416, 0.273, 0.278, 0.402, 0.187, 0.356, 0.388],
  "s_squared": 15.76,
  "homo_lumo_gap_ev": [5.90, 6.04],
  "e_above_lowest_kcal_mol": 0.0,
  "multiplicity": 8,
  "e_lumo_ha": [0.01371, 0.01381]
}


{
  "formula": "C16H29AgN11O2PSi",
  "method": "ωB97M-V/def2-TZVPD",
  "species": ["Ag", "P", "Si", "O", "O", "N", "N", "N", "N", "N", "N", "N", "N", "N", "N", "N", "C", "C", "C", "C", "C", "C", "C", "C", "C", "C", "C", "C", "C", "C", "C", "C", "H", "H", "H", "H", "H", "H", "H", "H", "H", "H", "H", "H", "H", "H", "H", "H", "H", "H", "H", "H", "H", "H", "H", "H", "H", "H", "H", "H", "H"],
  "xyz": [[-1.260, 0.251, -1.121], [1.878, -1.538, -0.602], [-3.599, -0.110, -0.539], [3.133, 1.295, 1.288], [3.601, 3.353, 0.948], [2.776, 2.436, 1.045], [1.648, -1.273, 2.179], [0.006, -3.559, -0.931], [-0.210, -1.961, -2.450], [3.069, 0.675, -1.780], [1.426, 2.612, 0.990], [0.870, 0.814, -1.827], [-1.186, 2.812, 0.363], [-0.125, -0.555, 1.075], [-0.407, 3.928, 0.720], [1.569, 5.024, 0.969], [0.407, -4.229, 0.287], [1.892, 0.059, -1.468], [1.078, -1.074, 0.959], [-4.259, 1.022, 0.859], [1.394, 1.952, -2.358], [2.984, -1.764, 2.453], [-3.708, -1.854, 0.234], [-0.343, -0.402, 2.411], [-5.033, -0.089, -1.785], [0.749, -0.836, 3.110], [-1.033, -3.924, -1.746], [2.758, 1.886, -2.330], [4.418, 0.238, -1.466], [0.932, 3.847, 0.869], [-1.142, -2.940, -2.681], [0.467, -2.362, -1.398], [2.576, 4.987, 1.010], [3.071, -2.823, 2.210], [3.521, 2.571, -2.657], [5.090, 0.582, -2.250], [-1.596, -4.826, -1.574], [4.727, 0.648, -0.505], [-1.983, 3.125, -0.175], [1.469, -4.054, 0.465], [-1.518, 2.325, 1.188], [3.190, -1.624, 3.511], [-0.851, 4.824, 0.828], [-3.692, -2.612, -0.555], [-5.229, 0.662, 1.220], [-1.263, 0.006, 2.797], [-4.835, -0.755, -2.628], [3.715, -1.198, 1.879], [-2.864, -2.058, 0.899], [0.966, -0.868, 4.164], [1.093, 5.867, 0.702], [-3.586, 1.056, 1.723], [-5.965, -0.414, -1.309], [-4.635, -1.987, 0.805], [4.448, -0.848, -1.428], [0.252, -5.300, 0.177], [-0.167, -3.861, 1.139], [0.765, 2.735, -2.746], [-4.400, 2.051, 0.512], [-5.197, 0.910, -2.197], [-1.854, -2.857, -3.485]],
  "mulliken_charge": [0.410, -0.466, 0.469, -0.517, -0.831, 0.961, 0.488, 0.186, -0.399, 0.309, -0.253, 0.088, -0.235, 0.809, -0.340, -0.401, -0.808, 0.449, -0.553, -1.246, -1.236, -0.833, -1.046, -0.906, -1.167, -0.781, -0.181, -0.143, -0.860, 0.564, -0.946, 0.164, 0.226, 0.269, 0.459, 0.377, 0.465, 0.288, 0.257, 0.298, 0.187, 0.329, 0.175, 0.215, 0.401, 0.437, 0.265, 0.304, 0.135, 0.507, 0.196, 0.289, 0.308, 0.419, 0.333, 0.417, 0.239, 0.456, 0.274, 0.270, 0.457],
  "homo_lumo_gap_ev": 6.22,
  "e_above_lowest_kcal_mol": 38.1,
  "e_lumo_ha": 0.01146
}


{
  "formula": "H4O2",
  "method": "ωB97M-V/def2-TZVPD",
  "species": ["O", "O", "H", "H", "H", "H"],
  "xyz": [[-1.738, -0.154, 0.011], [1.135, -0.016, -0.122], [-1.854, 0.706, -0.499], [-0.796, -0.217, 0.178], [1.551, 0.472, 0.614], [1.703, -0.792, -0.183]],
  "mulliken_charge": [-0.661, -0.692, 0.313, 0.381, 0.333, 0.326],
  "homo_lumo_gap_ev": 11.42,
  "e_above_lowest_kcal_mol": 2.2,
  "smiles": "O.O",
  "e_lumo_ha": 0.02228
}


{
  "formula": "C30H27N2O10",
  "method": "ωB97M-V/def2-TZVPD",
  "species": ["O", "O", "O", "O", "O", "O", "O", "O", "O", "O", "N", "N", "C", "C", "C", "C", "C", "C", "C", "C", "C", "C", "C", "C", "C", "C", "C", "C", "C", "C", "C", "C", "C", "C", "C", "C", "C", "C", "C", "C", "C", "C", "H", "H", "H", "H", "H", "H", "H", "H", "H", "H", "H", "H", "H", "H", "H", "H", "H", "H", "H", "H", "H", "H", "H", "H", "H", "H", "H"],
  "xyz": [[-5.818, 4.698, -2.074], [3.990, -3.160, -1.594], [-2.206, 4.804, 0.534], [-0.064, 9.098, -1.701], [2.728, -5.911, 0.519], [0.307, 4.175, 1.528], [-0.332, -0.824, -0.255], [6.407, -9.054, -1.643], [1.742, -0.186, 4.172], [-4.377, 0.550, 0.881], [-0.756, -3.824, -0.852], [2.930, -1.877, -0.005], [0.662, 1.837, 1.454], [-2.189, 6.284, -1.299], [-1.137, -1.477, -1.057], [0.624, 3.161, 2.119], [-4.860, 2.849, 0.797], [-1.737, -0.021, -0.404], [-0.617, 6.531, 0.687], [-5.072, 1.331, -1.228], [-1.655, -2.777, -0.529], [-0.080, 7.610, 0.125], [3.473, -8.099, 0.106], [0.589, -3.728, -0.313], [-0.554, 8.113, -1.189], [-1.650, 7.365, -1.856], [-5.215, 3.890, 0.052], [1.400, 0.796, 3.550], [-5.521, 3.737, -1.389], [3.575, -6.619, 0.020], [4.398, -8.884, -0.437], [1.353, 2.126, 4.221], [5.671, -6.849, -1.252], [2.940, -2.857, -1.046], [5.569, -8.322, -1.155], [-4.750, 1.488, 0.215], [-1.716, 5.784, 0.020], [-5.434, 2.375, -1.968], [1.021, 0.735, 2.115], [4.750, -6.054, -0.709], [0.994, 3.219, 3.558], [1.630, -3.461, -1.417], [0.703, -3.007, 0.506], [2.611, -8.489, 0.633], [3.874, -1.883, 0.374], [-1.849, -2.587, 0.550], [4.349, -9.964, -0.386], [0.828, -4.696, 0.091], [6.528, -6.463, -1.789], [1.056, -0.238, 1.641], [0.382, 1.812, 0.407], [-0.287, 6.133, 1.638], [0.722, 8.171, 0.587], [1.631, 2.142, 5.268], [1.884, -4.409, -1.889], [0.956, 4.198, 4.021], [-2.596, -2.955, -1.069], [-0.987, -1.429, -2.133], [-1.977, 7.752, -2.812], [-4.607, 2.940, 1.845], [-5.271, 4.895, 0.450], [-2.990, 5.725, -1.766], [-4.974, 0.331, -1.629], [-5.659, 2.290, -3.023], [1.145, -2.852, -2.181], [-1.584, 0.584, 0.491], [-2.518, -0.641, 0.088], [2.821, -0.961, -0.435], [4.793, -4.973, -0.776]],
  "mulliken_charge": [-0.614, -0.707, -0.419, -0.580, -0.498, -0.420, 0.116, -0.584, -0.562, -0.570, -0.880, -0.332, -0.347, -0.265, 0.160, 0.190, -0.255, -1.444, -0.205, -0.281, -0.797, -0.412, -0.395, -0.357, 0.341, -0.417, -0.243, 0.115, 0.349, 0.447, -0.390, -0.504, -0.494, 0.294, 0.383, 0.444, 0.394, -0.501, -0.146, -0.053, -0.351, -0.392, 0.200, 0.434, 0.286, 0.403, 0.386, 0.435, 0.427, 0.588, 0.599, 0.413, 0.405, 0.399, 0.157, 0.412, 0.350, 0.363, 0.430, 0.429, 0.411, 0.352, 0.423, 0.407, 0.301, 0.371, 0.260, 0.241, 0.302],
  "charge": -1,
  "homo_lumo_gap_ev": 2.91,
  "e_lumo_ha": 0.01251
}